{
  "formula": "C24H31MnN2O2S2Si2",
  "method": "the ωB97M-V functional and the def2-TZVPD basis",
  "s_squared": 3.791,
  "gap_ev": [7.2, 7.2],
  "charge": 1,
  "total_energy_ha": -3719.28217,
  "spin_multiplicity": 4,
  "elements": ["Mn", "S", "S", "Si", "Si", "O", "O", "N", "N", "C", "C", "C", "C", "C", "C", "C", "C", "C", "C", "C", "C", "C", "C", "C", "C", "C", "C", "C", "C", "C", "C", "C", "C", "H", "H", "H", "H", "H", "H", "H", "H", "H", "H", "H", "H", "H", "H", "H", "H", "H", "H", "H", "H", "H", "H", "H", "H", "H", "H", "H", "H", "H", "H", "H"],
  "positions_angstrom": [[-0.34, 1.92, 1.84], [-0.12, -1.25, -4.53], [-0.97, 0.25, -0.73], [-2.54, -1.01, 0.36], [1.55, 1.94, -0.87], [0.97, -0.57, -5.14], [-1.24, -1.72, -5.27], [-0.70, -0.24, -3.28], [0.73, 0.31, 2.42], [-0.93, 3.12, 3.63], [2.23, -1.25, 3.39], [1.27, -0.25, 3.50], [-1.88, -1.72, 1.94], [0.45, -2.51, -3.42], [-0.48, -0.77, -2.15], [0.48, -2.94, -1.06], [1.03, -3.73, -3.71], [0.18, -2.10, -2.12], [1.07, -4.17, -1.33], [0.42, 0.81, 0.18], [2.64, -1.63, 2.13], [-2.13, 2.67, 3.00], [-0.27, 4.00, 2.74], [2.64, 0.96, -2.04], [2.09, -1.03, 1.00], [-3.89, 0.22, 0.66], [1.35, -4.56, -2.64], [-2.17, 3.23, 1.70], [2.66, 2.82, 0.35], [-3.01, -2.26, -0.93], [0.47, 3.10, -1.85], [1.10, -0.07, 1.18], [-1.02, 4.04, 1.54], [1.10, 3.87, -2.30], [0.65, 4.53, 2.94], [-4.18, 0.73, -0.26], [1.31, -4.84, -0.52], [-3.59, 0.97, 1.39], [-0.61, 2.87, 4.63], [-0.77, 4.62, 0.67], [2.07, 0.42, -2.80], [3.41, -2.38, 2.01], [1.80, -5.52, -2.83], [-2.95, 3.11, 0.97], [-0.96, -2.29, 1.83], [3.42, 3.40, -0.19], [3.29, 0.25, -1.52], [3.29, 1.65, -2.58], [2.12, 3.51, 1.00], [1.23, -4.03, -4.73], [0.93, 0.11, 4.46], [-3.19, -1.80, -1.90], [2.65, -1.69, 4.28], [-3.96, -2.70, -0.60], [0.27, -2.65, -0.04], [-1.71, -0.94, 2.69], [-2.64, -2.40, 2.33], [2.41, -1.29, 0.01], [-4.76, -0.31, 1.05], [3.20, 2.11, 0.99], [-2.29, -3.07, -1.04], [-0.28, 3.59, -1.24], [-2.86, 2.01, 3.44], [-0.03, 2.58, -2.67]]
}